--- w ---
ORCA calculation (ωB97M-V/def2-TZVPD) on a cluster of 2 separate species, C3H4F3N in total.

Geometry as ORCA input:
```
! wB97M-V def2-TZVPD RIJCOSX def2/J DEFGRID3
* xyz 0 1
C -0.79411 0.27332 -0.04811
C 0.23921 -1.59586 1.07988
C -1.09305 1.02848 -1.30252
N -0.34495 -0.73032 0.37812
F 2.43260 0.91698 1.27449
F -0.56690 0.34694 -2.35052
F -2.37673 1.30171 -1.50418
H 0.99105 -1.15766 1.70174
H -0.24888 -2.57575 1.05210
H 2.34704 0.05260 1.07834
H -0.58527 2.13956 -1.35933
*
```

Properties
HOMO-LUMO gap = 8.7 eV
HOMO energy = -8.28 eV

--- x ---
ORCA calculation (ωB97M-V/def2-TZVPD) on a cluster of 2 separate species, C3H4F3N in total.

Geometry as ORCA input:
```
! wB97M-V def2-TZVPD RIJCOSX def2/J DEFGRID3
* xyz 0 1
C -0.42028 -0.01092 -0.10868
C 1.95631 -0.38327 0.27253
C -1.87611 0.01405 -0.24620
N 0.57986 -0.60382 0.11247
F -0.16661 2.15706 -0.34014
F -2.35463 -1.21133 -0.60324
F -2.43889 0.31447 0.93709
H 2.19862 -0.54909 1.32186
H 2.22510 0.63612 -0.01492
H 2.49084 -1.11423 -0.33164
H -2.19420 0.75095 -0.99914
*
```

Properties
HOMO-LUMO gap = 10.0 eV
HOMO energy = -10.42 eV

Which one sits at the top of the stability order? x does.